Record 1
Here is a molecular structure, C24H55InNO5 from the Open Molecules 2025 dataset. Energies are from ωB97M-V/def2-TZVPD.

```
86
C24H55InNO5 | the Open Molecules 2025 dataset | ωB97M-V/def2-TZVPD
C 9.15103 -3.60056 1.19423
C 9.26611 -2.05357 1.42852
C 8.12857 -1.29199 0.63871
C 7.58522 -0.11897 1.53976
C 6.01558 -0.07955 1.58605
C 5.48730 0.88604 0.47230
C 3.94281 0.73573 0.25863
C 3.08075 0.75636 1.57060
C 2.07010 1.97684 1.63111
C 0.85877 1.55248 2.53871
C -0.54041 1.74739 1.84766
C -1.59515 0.95749 2.72184
In -2.01230 -1.11946 1.98834
N -0.98729 -1.67614 0.20992
O -4.07219 -1.33667 1.59529
C -4.29736 -2.68675 1.21215
C -4.95917 -2.79638 -0.19741
C -6.01269 -1.65293 -0.46436
O -1.44674 -2.46322 3.50841
C -0.04156 -2.64882 3.45060
C 0.58066 -2.81480 4.86460
C 0.22600 -1.65862 5.85987
H 10.16552 -4.04712 1.29560
H 8.50844 -4.08855 1.95790
H 8.74260 -3.84570 0.19548
H 10.23443 -1.63457 1.08142
H 9.22065 -1.88591 2.52035
H 7.32436 -2.02697 0.43448
H 8.48809 -0.90984 -0.33498
H 7.94435 -0.16429 2.58718
H 7.91089 0.83240 1.06499
H 5.74234 0.39344 2.55773
H 5.52839 -1.07344 1.58096
H 6.01602 0.68660 -0.48825
H 5.69016 1.93113 0.80106
H 3.58198 1.51807 -0.44020
H 3.78340 -0.24540 -0.24155
H 2.53159 -0.21081 1.60998
H 3.66864 0.80953 2.50649
H 1.77928 2.33107 0.62567
H 2.62147 2.77859 2.16776
H 0.86143 2.09785 3.50374
H 0.91339 0.47056 2.79819
H -0.74860 2.84336 1.82128
H -0.51041 1.37095 0.80546
H -2.50675 1.58047 2.88481
H -1.14611 0.84918 3.74202
H -1.40991 -1.31581 -0.63661
H 0.01032 -1.50393 0.23972
H -4.95721 -3.20939 1.94943
H -3.32312 -3.22610 1.15529
H -5.50435 -3.75931 -0.32650
H -4.20295 -2.77124 -1.01720
H -6.70191 -1.91656 -1.29849
H -5.45622 -0.74176 -0.75043
H -6.57247 -1.50288 0.47880
H 0.41684 -1.79208 2.89109
H 0.18199 -3.59212 2.88801
H 1.68922 -2.82017 4.73394
H 0.31368 -3.78574 5.33289
H 0.20106 -2.09552 6.88336
H 0.98912 -0.85362 5.87068
H -0.78857 -1.25616 5.67112
C -4.01401 3.00542 -7.80671
O -4.11288 3.02190 -6.40054
C -4.86116 4.13453 -5.93272
C -5.33664 3.89733 -4.50995
O -6.49519 3.07463 -4.43441
C -6.28712 1.68225 -4.66042
C -5.60696 0.97980 -3.49951
O -4.20387 1.18744 -3.54815
C -3.58752 0.92153 -2.30093
H -3.51807 3.91166 -8.17282
H -3.42140 2.13731 -8.09238
H -5.00730 2.91223 -8.26024
H -5.72690 4.30971 -6.58221
H -4.20479 5.01442 -5.95653
H -5.64303 4.86126 -4.09586
H -4.53738 3.51293 -3.87445
H -5.76252 1.50920 -5.60151
H -7.28886 1.25878 -4.76766
H -5.79117 -0.09964 -3.56556
H -6.01327 1.35957 -2.55483
H -3.96160 1.60803 -1.53398
H -2.51585 1.08139 -2.41303
H -3.76161 -0.11369 -1.99381
```

Calculated values
* charge: -1
* HOMO-LUMO gap: 7.242 eV


Record 2
Here is a single C6H13P molecule from the Open Molecules 2025 dataset. Energies are from ωB97M-V/def2-TZVPD.

```
20
C6H13P | the Open Molecules 2025 dataset | ωB97M-V/def2-TZVPD
C -3.00169 0.59675 -1.08623
P -2.16296 0.40597 0.34883
C -0.53154 -0.70213 0.03983
C -0.08040 -1.33413 1.31141
C 0.60519 0.38319 -0.43541
C 1.95739 -0.32283 -0.85011
C 0.80213 1.39328 0.62123
H -3.67770 1.40395 -0.99216
H -3.15069 -0.06719 -1.95781
H -0.77969 -1.44412 -0.73272
H -0.79690 -2.01489 1.69622
H 0.25804 -0.55044 2.15387
H 0.76549 -1.90930 1.07090
H 0.22404 0.84404 -1.29963
H 2.38073 -0.06938 -1.79026
H 1.91983 -1.46518 -0.68290
H 2.78205 -0.05741 -0.04498
H 1.15455 2.36376 0.02981
H 1.44120 0.91152 1.31333
H -0.10907 1.63452 1.28678
```

Calculated values
* relative energy (zero: lowest compared OMol25 entry of this formula, charge and spin): 211.18 kJ/mol
* SMILES string: C=P[C@H](C)C(C)C
* HOMO-LUMO gap: 9.026 eV


Record 3
Here is a single C11H13NO2S molecule from the Open Molecules 2025 dataset. Energies are from ωB97M-V/def2-TZVPD.

```
28
C11H13NO2S | the Open Molecules 2025 dataset | ωB97M-V/def2-TZVPD
N 0.86397 2.52134 -0.13944
C 0.17874 1.55465 0.79752
C -0.24847 2.45193 2.03388
O -0.63622 1.94509 3.00849
O -0.37590 3.73371 1.67847
C 1.12646 0.47404 1.25621
C 0.53046 -0.35901 2.25290
S 1.59360 -1.22561 3.45662
C 0.86844 -0.95706 0.81007
C 0.03141 -1.17413 -0.34978
C -1.33157 -1.08945 -0.23583
C -2.15765 -1.18907 -1.36585
C -1.53224 -1.50022 -2.53835
C -0.22305 -1.79492 -2.60614
C 0.60578 -1.67378 -1.51603
H 0.68704 2.45078 -1.14273
H 1.88105 2.52232 -0.11202
H -0.75268 1.02781 0.40375
H -0.01173 3.76330 0.78314
H 2.11766 0.87735 1.40393
H -0.48192 -0.24797 2.71252
H 1.95280 -0.06171 3.81078
H 1.75948 -1.54495 0.60621
H -1.64768 -1.03230 0.68614
H -3.22492 -1.08340 -1.14904
H -2.20263 -1.62091 -3.35212
H 0.14301 -2.27997 -3.55056
H 1.58197 -1.99148 -1.44050
```

Calculated values
* relative energy (zero: lowest compared OMol25 entry of this formula, charge and spin): 141.46 kJ/mol
* SMILES string: N[C@H](C(=O)O)[C@H]1[C@H](S)[C@H]1c1ccccc1
* HOMO-LUMO gap: 9.292 eV


Let's list max |F| in order: 0.03710, 0.08105, 0.10136 Eh/bohr.